# C49H136N8O19

A 19-piece molecular cluster, C49H136N8O19 overall at a distorted geometry (ωB97M-V with the def2-TZVPD basis set, the Open Molecules 2025 dataset).

Atoms and positions in Å:
1 C 8.17500 2.53474 18.23051
2 C 9.24911 2.00449 19.08496
3 C 9.10363 0.50015 19.44338
4 O 10.50050 2.26200 18.49259
5 H 7.23746 2.35653 18.65732
6 H 8.09400 2.14886 17.21845
7 H 8.32595 3.63831 18.07619
8 H 9.19497 2.57643 20.06732
9 H 9.98754 0.24616 20.00704
10 H 9.04748 -0.13690 18.61441
11 H 8.29197 0.40427 20.14941
12 H 11.24212 1.71467 18.85021
13 C 16.80166 11.85244 24.44684
14 C 16.43960 12.50110 23.09089
15 C 16.52301 11.52142 21.91866
16 O 15.19023 13.19808 23.22994
17 H 16.89085 12.64102 25.09788
18 H 17.73422 11.39287 24.23836
19 H 16.16309 11.06513 24.87830
20 H 17.17853 13.33259 22.92845
21 H 17.55522 11.07520 21.87658
22 H 16.24805 12.11602 21.02631
23 H 15.79169 10.71622 22.11720
24 H 14.48809 12.62658 23.50924
25 C 16.03099 2.74652 16.00701
26 C 16.49903 4.10477 16.42128
27 C 16.49262 4.33321 17.94124
28 O 17.88352 4.26025 15.98138
29 H 15.00754 2.51616 16.27032
30 H 16.61494 1.88190 16.43468
31 H 16.18617 2.40231 14.98467
32 H 15.97003 4.91473 15.88760
33 H 15.48770 4.08987 18.34325
34 H 16.77280 5.30974 18.19671
35 H 17.12526 3.57244 18.40002
36 H 17.96607 4.34176 15.00062
37 C 19.84521 2.97333 25.79256
38 C 18.32485 3.25401 25.85340
39 C 17.79443 3.22929 27.22862
40 O 17.97889 4.59175 25.34755
41 H 20.22487 2.00629 26.09253
42 H 20.26788 3.68507 26.56541
43 H 20.16882 3.20827 24.77097
44 H 17.85091 2.54919 25.18271
45 H 16.77420 3.52447 27.33079
46 H 18.44116 3.86433 27.85828
47 H 17.86604 2.25412 27.62104
48 H 18.44309 4.65221 24.49438
49 C 15.35184 8.68471 18.31591
50 C 14.50216 8.77916 17.08069
51 C 15.33140 8.24416 15.88317
52 O 13.24782 8.11501 17.29360
53 H 16.34491 9.17717 18.19214
54 H 15.58133 7.66600 18.56378
55 H 14.80961 9.07573 19.18471
56 H 14.17035 9.78930 16.86399
57 H 15.81990 7.28082 16.09078
58 H 16.05892 9.01590 15.61571
59 H 14.64452 8.10689 15.08955
60 H 13.50452 7.18870 17.03362
61 C 13.50538 6.81551 31.21763
62 C 14.82370 7.06909 30.47692
63 C 15.99988 6.30201 31.16478
64 O 14.75584 6.61072 29.12199
65 H 13.70073 7.10363 32.22368
66 H 13.27451 5.74639 31.27126
67 H 12.78804 7.43801 30.69486
68 H 15.00936 8.14628 30.50809
69 H 16.00737 6.57996 32.20067
70 H 16.92814 6.61780 30.64828
71 H 15.83023 5.20681 31.17302
72 H 15.48740 6.92317 28.60053
73 C 14.11746 8.44572 24.06138
74 C 13.11451 8.98717 25.07927
75 C 13.25091 10.48050 25.25870
76 O 11.81438 8.63985 24.60140
77 H 13.93730 8.78507 23.03391
78 H 13.90051 7.38436 24.09554
79 H 15.15801 8.51268 24.28778
80 H 13.21277 8.47106 26.04983
81 H 12.35225 10.84909 25.75119
82 H 13.19136 10.90143 24.26396
83 H 14.18430 10.81258 25.77274
84 H 11.73854 8.69924 23.61836
85 C 16.51360 9.27920 27.32445
86 C 17.48015 8.21132 26.79305
87 C 18.76548 8.17579 27.57651
88 O 16.79629 6.91867 26.98325
89 H 16.24130 8.99488 28.33541
90 H 15.58897 9.21112 26.78773
91 H 16.93632 10.23287 27.18110
92 H 17.75059 8.46377 25.76829
93 H 18.68237 8.05177 28.69120
94 H 19.35236 9.08731 27.42040
95 H 19.41532 7.39257 27.23425
96 H 17.36320 6.23000 26.58182
97 C 18.09427 -1.53901 23.26706
98 C 18.79223 -1.95145 21.95261
99 C 18.32482 -3.38265 21.64824
100 O 18.33611 -1.04549 20.99124
101 H 18.27831 -0.42355 23.40205
102 H 18.55429 -2.08115 24.09412
103 H 17.07847 -1.87632 23.22670
104 H 19.86524 -1.95150 22.03716
105 H 18.72169 -4.09716 22.37584
106 H 18.62236 -3.68136 20.66753
107 H 17.24732 -3.35935 21.83361
108 H 18.81812 -1.16131 20.20033
109 C 20.21282 2.54292 22.03746
110 C 20.82786 3.91160 22.28051
111 C 21.60676 4.48682 21.12468
112 O 19.80111 4.84065 22.72638
113 H 19.58565 2.24992 22.87094
114 H 21.08902 1.89042 21.88306
115 H 19.59156 2.49421 21.20010
116 H 21.50834 3.75249 23.13252
117 H 22.20829 5.32084 21.49573
118 H 20.88490 4.64935 20.38021
119 H 22.31401 3.72717 20.76207
120 H 18.93913 4.70471 22.26675
121 C 19.14931 7.35184 19.29277
122 C 20.18047 7.28648 18.19037
123 C 20.06746 8.43255 17.21587
124 O 21.54264 7.46659 18.76163
125 H 18.14622 7.35062 18.89975
126 H 19.24725 8.29181 19.83286
127 H 19.40557 6.55011 19.91303
128 H 20.16781 6.31843 17.67834
129 H 19.25256 8.25461 16.52293
130 H 20.98432 8.38230 16.64110
131 H 20.01295 9.35882 17.80079
132 H 21.66891 6.80331 19.46247
133 C 14.88344 0.21529 20.31213
134 C 15.32658 1.45173 21.06994
135 C 14.87385 1.51276 22.53831
136 O 16.79292 1.61058 20.82174
137 H 15.36622 -0.75196 20.57208
138 H 15.12437 0.32969 19.26501
139 H 13.82332 0.02402 20.33673
140 H 14.96589 2.30548 20.57898
141 H 15.23588 2.42213 23.00523
142 H 15.42649 0.79742 23.15641
143 H 13.81582 1.48620 22.46617
144 H 17.27953 0.77947 21.14440
145 C 18.83047 1.14571 17.86106
146 C 20.06643 0.26143 17.78088
147 C 21.15520 0.75546 18.74217
148 O 19.69053 -1.09319 18.08056
149 H 18.60029 1.50944 18.87339
150 H 17.94651 0.57475 17.52782
151 H 18.90305 2.02595 17.26379
152 H 20.47752 0.39707 16.73832
153 H 21.05123 0.31476 19.74823
154 H 21.12669 1.86126 18.84951
155 H 22.14592 0.54520 18.35979
156 H 20.50219 -1.60498 17.97411
157 C 14.87953 5.63165 21.50451
158 C 16.39439 5.52454 21.71505
159 C 16.89674 6.62397 22.62238
160 O 16.84133 4.31660 22.28614
161 H 14.57836 6.55217 21.05604
162 H 14.25131 5.56534 22.41428
163 H 14.61023 4.71076 20.91525
164 H 16.86655 5.62568 20.73686
165 H 17.96456 6.50810 22.67141
166 H 16.43903 6.39319 23.58507
167 H 16.67138 7.60900 22.20526
168 H 16.70032 3.55666 21.69274
169 C 20.36154 9.45754 23.75318
170 C 21.25515 8.23254 23.90053
171 C 21.80308 7.88452 22.56315
172 O 22.36375 8.67348 24.79811
173 H 19.60228 9.27664 22.91315
174 H 21.00059 10.29867 23.44110
175 H 19.77442 9.70892 24.65754
176 H 20.76118 7.41895 24.42741
177 H 22.17497 8.80780 22.07227
178 H 20.95636 7.45947 21.96679
179 H 22.58997 7.13441 22.70036
180 H 22.32645 9.58634 25.06081
181 C 12.84190 4.79609 17.44547
182 O 13.70065 5.51987 16.99245
183 N 12.96701 4.37850 18.71486
184 N 11.69979 4.37162 16.80644
185 H 12.17582 4.07646 19.24283
186 H 13.66420 4.80661 19.28841
187 H 11.28589 4.87779 16.06784
188 H 11.12214 3.78848 17.43331
189 C 11.73463 4.49730 22.10049
190 O 11.39282 4.68241 20.89022
191 N 11.82464 5.50755 23.01575
192 N 12.03887 3.26457 22.61638
193 H 11.28556 6.35163 22.86217
194 H 11.99925 5.32410 23.99056
195 H 12.19473 2.52517 21.98794
196 H 12.42195 3.30632 23.58675
197 C 11.65895 8.43986 20.57781
198 O 11.17947 8.46932 21.73560
199 N 12.29600 9.60117 20.10215
200 N 11.55904 7.43613 19.68325
201 H 12.33752 9.68911 19.11398
202 H 12.05215 10.46984 20.59083
203 H 12.08637 7.53953 18.81389
204 H 11.33014 6.48236 20.02240
205 C 13.67551 4.60281 26.06796
206 O 12.99141 3.94274 25.28587
207 N 13.17513 5.22474 27.16059
208 N 14.96563 4.95004 25.69988
209 H 13.78593 5.64145 27.86471
210 H 12.24741 5.02487 27.37770
211 H 15.55279 5.52938 26.23106
212 H 15.46784 4.49358 24.97763

Cartesian forces, eV/Å:
0.57 1.99 -1.79
0.31 -0.95 2.25
0.51 2.16 1.13
1.47 -0.26 -0.44
-1.47 -0.03 0.93
0.47 -0.53 -0.14
-0.30 -0.85 0.37
0.13 -0.59 -0.92
0.46 -0.31 0.26
-0.38 -0.86 -1.29
-0.49 -0.31 -0.10
-1.24 0.59 -0.21
-0.53 -1.14 -2.14
-0.05 0.18 1.05
-0.20 0.34 0.46
0.84 0.59 -0.92
0.38 1.61 1.96
1.29 -0.47 0.37
-0.25 0.41 -0.62
-0.61 -0.74 0.11
-1.00 0.51 -0.23
0.30 -0.79 0.12
0.27 0.19 -0.43
-0.38 -0.79 0.24
0.33 -2.61 0.33
1.05 0.92 -0.84
-1.20 -2.35 -0.82
0.51 0.09 -0.42
-0.45 0.28 0.04
-0.28 1.22 0.57
-0.28 1.11 -0.63
-0.38 -0.51 0.51
0.44 0.43 -0.37
0.46 1.38 0.39
0.42 0.20 0.05
-0.55 -0.16 1.25
-0.22 2.17 0.82
0.26 0.46 -0.94
0.75 0.46 0.86
1.05 -0.87 -0.05
-0.55 -0.53 -0.08
0.06 -0.48 -1.17
0.31 0.03 0.47
-0.52 -0.36 -0.07
-0.72 0.41 -0.17
-0.38 -0.03 -0.12
0.14 -1.36 0.59
-0.16 0.36 0.03
0.51 0.99 0.80
0.32 -0.06 -0.21
-0.43 0.37 1.04
1.05 -1.08 -0.80
-0.76 0.00 0.11
-0.03 -0.87 -0.12
0.28 0.22 -0.08
0.50 0.47 0.00
-0.09 0.35 0.12
0.04 -0.28 -0.03
-0.50 -0.17 -1.18
-0.96 0.25 0.48
1.17 -0.27 -1.35
0.90 -1.59 0.54
-0.69 0.57 -0.80
-1.25 0.01 0.54
-0.30 0.64 0.85
-0.24 0.20 -0.46
-0.69 -0.25 0.42
0.15 0.02 -0.11
0.42 0.38 0.63
-0.26 -0.58 0.49
0.18 0.59 -0.52
0.84 0.24 -0.36
-0.83 -1.06 0.26
0.25 -0.10 -0.71
-0.22 0.31 0.27
-0.23 0.10 -0.17
-0.11 0.24 0.24
0.17 -0.48 -0.46
0.81 0.51 0.41
0.09 0.08 -0.33
0.18 0.14 0.42
0.28 0.38 -0.42
-0.78 -0.31 -0.34
0.25 0.11 0.67
0.00 -2.22 -0.36
-0.66 -0.20 1.46
0.73 0.52 1.15
0.78 0.83 -0.82
0.31 0.53 0.48
-0.55 0.09 -0.60
0.42 1.27 0.33
-0.37 -0.58 -0.44
-0.41 0.09 -1.02
-0.19 0.11 -0.02
0.26 -0.64 -0.28
-0.07 0.12 0.13
2.14 1.01 -0.25
-1.29 -1.07 1.32
-0.09 0.60 1.08
-0.92 0.79 0.83
-0.72 -1.36 0.08
0.08 0.15 0.12
-0.79 0.50 -0.03
0.65 0.35 0.11
0.20 0.13 -0.08
-0.14 -0.34 -0.76
-0.02 -0.38 -0.73
0.83 -0.16 -1.85
1.65 0.20 0.69
-0.95 -0.19 1.04
1.11 -1.20 1.30
-0.02 -0.01 -0.14
0.22 -0.25 0.36
-0.66 -0.31 0.17
-0.95 0.08 -1.70
-0.23 0.48 -0.03
-0.45 0.22 -0.57
-0.63 0.90 -1.41
-0.13 0.14 -0.02
0.76 -0.32 0.20
0.55 1.17 -0.96
1.27 0.66 0.36
0.43 -0.67 0.14
-1.07 -0.59 0.06
-0.45 -0.52 -0.10
0.22 0.07 0.15
-0.41 -1.33 1.45
-0.17 0.07 0.00
-0.39 0.37 0.07
0.18 0.47 -0.25
-0.15 -0.04 -0.51
-0.10 0.31 -0.33
0.30 -0.86 -0.35
2.12 -1.42 0.36
2.51 0.19 -0.76
-0.36 -1.29 1.48
-0.02 0.78 0.45
0.14 0.27 -0.40
-0.61 0.14 0.30
-0.83 1.25 -0.79
-0.46 0.67 -0.21
-0.84 -0.75 -0.22
-0.81 -0.45 0.84
-0.99 1.40 -0.65
-0.86 -0.95 0.76
0.26 1.25 -0.27
-0.02 0.60 0.24
0.45 0.32 -0.24
0.17 -0.38 -0.03
0.35 0.21 0.04
0.27 0.58 -0.66
-0.44 -0.73 0.77
-0.10 0.15 -0.37
-0.16 -0.60 -0.07
0.32 -0.32 0.01
-0.20 -0.19 0.06
-0.07 -2.35 0.63
-0.55 1.15 -0.55
-0.19 -0.57 -0.37
0.04 -0.79 0.27
-0.03 0.55 -0.83
0.73 -0.04 -0.07
-0.11 1.02 0.19
0.05 0.09 -0.30
0.61 0.25 0.36
0.10 0.66 0.24
-0.21 -0.07 0.35
0.12 0.15 0.04
-1.63 -0.35 -1.01
0.65 2.52 1.67
-0.29 -0.49 -0.59
-0.14 -1.83 -0.62
0.92 0.31 1.08
-0.34 -0.13 0.15
0.47 -0.07 -0.32
-0.01 -0.18 -0.19
-0.02 -0.71 0.17
0.82 0.22 0.26
-0.03 0.23 -0.37
-0.50 0.49 -0.18
-1.27 -0.02 0.38
1.12 1.00 -1.74
-0.02 -1.08 0.47
0.59 -1.15 1.91
-0.57 -0.14 0.32
0.28 0.33 -0.17
-0.07 0.49 -0.65
-0.02 0.41 -0.98
-0.63 0.09 -0.86
0.45 -0.37 2.23
-0.56 0.35 -0.50
-0.03 1.96 1.30
0.24 0.03 -0.46
0.11 -0.47 0.03
0.17 -0.70 -0.52
-0.19 -0.62 -1.07
-0.67 1.61 0.97
0.73 -0.80 -1.13
-0.37 -0.21 0.98
0.17 -0.67 0.32
0.15 0.07 -0.79
0.07 -0.90 -0.24
-0.12 -0.08 0.33
0.22 0.82 -0.09
1.18 1.41 -1.43
-0.54 -0.67 0.24
1.88 -0.05 -0.22
-1.23 -0.61 0.55
-0.36 -0.07 -0.14
-1.48 -0.33 0.43
0.29 0.92 0.99
-0.14 -0.70 -0.71

## Properties
DFT total energy = -3816.261918 hartree
Molar mass = 1141.66 g mol⁻¹
2S+1 = 1
HOMO level = -9.5 eV
Gap between HOMO and LUMO = 0.3646 hartree